Entry 1:
# C36H28AsI2N3O2SV

A molecular structure, C36H28AsI2N3O2SV (wB97M-V/def2-TZVPD, OMol25).

Each line ends with the Mulliken charge.
CARTESIAN COORDINATES (ANGSTROEM)
I1 1.9722 2.1740 1.9798  0.071
I2 -1.3935 7.1439 1.5887  0.046
As1 1.9682 -0.4405 -0.4023  0.332
V1 -1.8939 -0.2250 0.3653  0.173
S1 -0.4999 -2.2473 0.4967  -0.236
O1 -3.5139 -1.6331 0.2648  -0.678
O2 -0.4304 1.2388 0.1053  0.199
N1 -3.1674 -2.9091 0.6072  0.404
N2 -2.1327 0.1426 2.4409  0.174
N3 -3.4681 1.1541 0.1144  0.031
C1 4.6265 0.6546 -1.1110  -0.293
C2 1.6010 0.6148 -2.0346  0.212
C3 0.0516 4.5131 1.6115  -0.080
C4 -2.6939 -5.5505 1.2886  -0.368
C5 6.6130 0.2045 0.1894  -0.473
C6 1.6130 -1.5932 -2.9820  0.676
C7 2.2548 -4.2694 -2.3853  -0.660
C8 -0.7189 2.4741 0.4880  1.013
C9 -1.6763 -4.5935 1.1495  -0.810
C10 1.0430 2.6545 -3.2160  -0.632
C11 -4.0085 1.4169 1.4963  -1.041
C12 4.5203 -0.8658 0.7890  -0.278
C13 1.3412 -0.1531 -3.1660  0.378
C14 0.2254 3.1723 1.3041  -0.317
C15 -1.0974 5.1409 1.1464  -0.493
C16 -1.1293 -0.0018 3.3383  -0.230
C17 3.8830 -0.1741 -0.2531  0.397
C18 1.8812 -3.8985 -3.6855  -0.696
C19 -1.8449 -3.2775 0.7691  0.546
C20 -3.0087 1.8565 3.8179  -0.780
C21 5.9819 0.8521 -0.8744  -0.644
C22 -2.9850 2.3246 -0.6676  -1.673
C23 -2.0270 4.4439 0.3449  -0.420
C24 2.3367 -3.2942 -1.4028  -0.664
C25 1.4912 2.0087 -2.0741  -0.353
C26 -3.0106 1.1573 2.6228  0.775
C27 0.8198 1.8986 -4.3849  -0.954
C28 -1.8987 3.1074 0.0435  0.156
C29 -4.0141 -5.0832 1.0466  -0.679
C30 1.6090 -2.5688 -3.9841  -0.700
C31 5.8912 -0.6703 1.0042  -0.626
C32 -4.2075 -3.7472 0.7407  -0.204
C33 -2.0525 1.6102 4.8309  -0.455
C34 -1.0482 0.6820 4.5368  -0.633
C35 0.9340 0.5119 -4.3446  -0.289
C36 1.9735 -1.9598 -1.6774  0.076
H1 0.7438 -0.0725 -5.2427  0.376
H2 1.3228 -2.2977 -4.9987  0.323
H3 -5.1657 -3.2854 0.5666  0.421
H4 -0.1707 0.4840 5.1619  0.430
H5 4.1436 1.1019 -1.9837  0.292
H6 -4.3478 2.4703 1.5744  0.445
H7 0.8372 3.7322 -3.1839  0.425
H8 -0.3576 -0.7301 3.0784  0.357
H9 -4.8891 -5.7651 1.0579  0.338
H10 -2.8964 4.9926 -0.0357  0.377
H11 -2.1100 2.1642 5.7783  0.375
H12 -0.6334 -4.8403 1.3006  0.428
H13 -2.4782 -6.5957 1.5475  0.386
H14 3.9453 -1.5606 1.4179  0.334
H15 -4.8701 0.7598 1.6204  0.429
H16 -4.2256 0.7205 -0.4268  0.300
H17 1.7156 2.5677 -1.1728  0.475
H18 -2.6117 1.9338 -1.6224  0.322
H19 6.3574 -1.2062 1.8345  0.367
H20 2.5350 -5.2988 -2.1243  0.382
H21 1.7847 -4.6458 -4.4683  0.387
H22 -3.7818 2.5993 3.9823  0.456
H23 0.5691 2.3869 -5.3131  0.411
H24 0.8001 5.0480 2.2136  0.398
H25 -3.8205 2.9979 -0.9021  0.433
H26 7.6664 0.4042 0.3928  0.362
H27 2.6737 -3.5691 -0.3915  0.295
H28 6.5536 1.5081 -1.5372  0.375

Force components x, y, z for each atom (eV/Å):
I -0.6 0.4 -0.2
I -0.1 0.3 0.0
As -0.3 -0.4 -1.3
V 0.5 -1.1 -0.2
S -0.5 0.1 0.2
O 1.1 -0.6 0.3
O -1.1 0.5 0.6
N 0.1 1.5 -0.3
N 0.8 1.3 0.1
N -0.6 0.4 0.4
C -0.2 -0.4 0.3
C 0.1 0.5 0.5
C 0.1 -0.2 0.3
C -0.2 1.5 -0.4
C -0.1 0.0 0.2
C 0.1 -0.4 0.1
C 0.2 0.0 -0.1
C 1.4 -1.8 -0.3
C 0.2 -2.1 0.5
C 0.1 -0.1 -0.3
C 0.1 0.8 -0.3
C 0.2 0.4 -0.3
C 0.0 0.5 -0.3
C -0.3 0.1 -0.3
C -0.2 -0.5 -0.7
C -0.4 -0.6 -0.5
C 0.6 -0.2 -0.2
C 0.0 0.0 0.2
C -1.5 0.4 -0.2
C 0.0 0.3 0.8
C 0.1 0.0 0.0
C 0.2 0.5 0.0
C -0.4 1.2 0.5
C -0.2 0.7 0.4
C -0.4 -0.3 0.2
C 0.4 -0.9 0.2
C 0.0 -0.2 0.8
C 0.2 0.0 0.6
C -0.1 -0.6 0.0
C -0.5 0.0 0.0
C -0.4 -0.1 0.1
C 0.5 -1.0 0.1
C -0.3 -0.1 -0.9
C -0.1 0.4 0.2
C 0.4 -0.3 0.1
C 0.7 -0.6 0.0
H 0.0 0.1 0.1
H 0.1 -0.1 0.1
H 0.0 0.0 0.0
H -0.6 0.2 0.0
H 0.2 0.0 0.4
H 0.1 -0.5 0.0
H 0.3 -0.4 -0.2
H -0.3 0.2 -0.1
H 0.7 0.6 0.1
H 0.2 -0.2 0.2
H 0.2 -0.3 -0.5
H -0.1 -0.4 0.1
H -0.1 0.6 -0.1
H 0.3 0.4 -0.2
H 0.0 0.0 0.1
H 0.4 0.1 0.3
H -0.1 0.1 0.0
H 0.0 -0.1 0.1
H 0.1 0.2 -0.3
H -0.2 0.4 -0.3
H 0.1 0.1 0.1
H 0.1 0.1 0.0
H -0.2 0.1 -0.1
H -0.5 -0.3 -0.3
H 0.1 0.0 0.1
H -0.3 -0.2 -0.1
H -0.2 0.1 -0.5
H -0.2 -0.2 0.3

Multiplicity: 4
Total charge: 0
⟨S²⟩: 3.76
HOMO-LUMO gap (spin up / spin down) (eV): 6.9 / 7.6
Energy (hartree): -5876.7748

---

Entry 2:
# C10H10N4

A single C10H10N4 molecule (wB97M-V/def2-TZVPD, OMol25).

Each line ends with the Mulliken charge.
CARTESIAN COORDINATES (ANGSTROEM)
N1 2.1786 2.8379 1.8079  -0.534
N2 1.4879 -0.3177 0.6915  0.067
N3 2.0448 -2.4432 -0.4314  -0.535
N4 2.5096 1.1864 -2.2732  -0.486
C1 2.2609 1.0423 -1.1591  -0.044
C2 1.7837 -1.4402 0.0585  0.590
C3 -1.2535 -1.9758 0.3708  -1.633
C4 -0.7849 -0.5802 0.5839  0.775
C5 -1.8627 0.0906 -1.5752  -1.685
C6 2.0809 1.9633 1.0659  0.347
C7 -1.1037 0.4391 -0.3261  1.478
C8 0.2916 -0.3707 1.5764  -1.149
C9 -0.7008 1.7354 -0.1399  -1.350
C10 1.9207 0.8900 0.1862  0.298
H1 -1.7333 0.8716 -2.3194  0.428
H2 -0.6378 -2.4978 -0.3699  0.378
H3 -2.2779 -1.9806 0.0069  0.396
H4 -0.8392 2.4701 -0.9116  0.297
H5 -0.3587 2.1171 0.8035  0.339
H6 -2.9259 0.0097 -1.3492  0.367
H7 -1.2000 -2.5468 1.2946  0.403
H8 0.2492 0.5614 2.1395  0.430
H9 -1.5294 -0.8533 -1.9978  0.362
H10 0.3998 -1.2087 2.2671  0.461

Force components x, y, z for each atom (eV/Å):
N 0.0 0.2 0.2
N 0.5 0.7 0.5
N 0.1 -0.6 -0.4
N 0.2 0.0 -0.3
C 0.0 0.0 -0.5
C 0.3 -0.3 -0.1
C -0.1 0.0 0.0
C -0.2 0.2 0.0
C 0.0 0.0 0.0
C 0.2 0.2 0.4
C -0.2 -0.1 0.1
C -0.5 0.1 0.2
C 0.4 -0.2 0.2
C -0.6 0.0 0.1
H 0.0 0.0 -0.1
H 0.0 0.0 0.0
H -0.1 -0.1 0.0
H -0.1 0.2 -0.2
H 0.1 0.0 0.2
H -0.1 -0.1 -0.1
H 0.0 -0.1 0.0
H 0.1 -0.1 0.0
H 0.0 -0.1 -0.1
H 0.1 0.1 -0.1

Total charge: 0
HOMO-LUMO gap (spin up / spin down) (eV): 7.5 / 6.3
Energy (hartree): -605.9325

---

Entry 3:
# C35H57MnN5O10S3Si

A molecular structure, C35H57MnN5O10S3Si (wB97M-V/def2-TZVPD, OMol25).

Each line ends with the Mulliken charge.
CARTESIAN COORDINATES (ANGSTROEM)
Mn1 -1.0076 0.7142 -1.7011  0.805
S1 -2.2116 3.2122 -3.6384  -0.435
S2 -1.1204 -5.1050 -1.5891  1.631
S3 -0.7968 2.7294 -0.3346  -1.083
Si1 0.7281 2.1028 0.9087  -0.616
O1 -1.6224 -0.5722 0.0382  0.402
O2 0.6002 1.0941 -2.5337  0.697
O3 0.4415 2.4307 2.5151  0.720
O4 0.0184 -5.2058 -2.4768  -0.752
O5 -2.1139 -6.1465 -1.6922  -0.806
O6 -1.8031 -0.5357 -4.6719  -0.919
O7 1.0306 0.5108 0.6533  0.217
O8 -1.1093 -1.1116 -2.6111  0.498
O9 2.2181 2.8224 0.7057  0.452
O10 -2.8707 0.7106 -1.7183  -0.356
N1 -0.5284 1.9248 -5.3313  0.200
N2 -1.8858 -3.6759 -1.6574  0.554
N3 -3.6736 -0.0149 -0.9280  -1.263
N4 -2.9513 -0.6942 -0.0245  1.552
N5 0.3417 3.7003 -4.4421  0.449
C1 -3.6168 -2.7426 2.9381  -0.747
C2 1.2962 3.1476 -5.2804  -0.289
C3 2.9160 1.6189 -2.6393  -1.141
C4 -0.7912 2.9447 -4.4723  -0.277
C5 1.3704 -5.3470 1.5439  -0.593
C6 0.5502 -5.0566 2.6322  1.075
C7 -3.6124 -1.4651 0.8791  0.015
C8 3.0816 4.1830 2.4914  -1.640
C9 -1.3609 3.9305 3.0606  -1.827
C10 3.8618 4.4070 0.1275  -1.859
C11 2.6557 4.1346 1.0224  1.856
C12 2.0050 -0.4486 -3.7612  -1.412
C13 -1.7663 1.4608 2.9383  -1.464
C14 1.4691 -1.8049 0.5945  -1.009
C15 1.3936 -0.6026 2.7656  -1.257
C16 -0.7609 2.5452 3.2856  2.128
C17 -1.5798 -1.3509 -3.7769  -0.139
C18 1.5694 5.1726 0.7482  -1.141
C19 1.8008 -0.4959 1.3000  1.647
C20 -2.9277 -2.0227 1.9849  0.154
C21 0.5519 4.7492 -3.4708  -0.716
C22 3.2875 -0.1649 1.1823  -1.484
C23 1.8622 0.5163 -2.5826  2.450
C24 -1.3219 -4.7844 1.1236  -0.342
C25 -0.4829 -5.0608 0.0578  -0.240
C26 -2.7064 -3.4401 -2.8648  -1.022
C27 -4.9895 -2.9801 2.8334  -0.825
C28 -0.7944 -4.7862 2.4050  -0.754
C29 1.1243 -4.9928 4.0221  -1.583
C30 -5.6591 -2.4546 1.7234  -0.420
C31 0.8610 -5.3450 0.2565  -0.409
C32 0.7576 2.0347 -5.8136  -0.916
C33 -5.0089 -1.7098 0.7638  -1.035
C34 -1.8932 -2.8289 -4.0202  -0.791
C35 -0.3173 2.3988 4.7386  -1.899
H1 -1.0599 1.0444 -5.2283  0.427
H2 -1.2788 -2.8675 -1.4829  -0.472
H3 1.1235 -1.0846 -3.8258  0.030
H4 -2.4366 -2.8960 -4.9645  0.339
H5 1.4875 -5.5488 -0.6005  0.480
H6 1.6213 4.9470 -3.4035  0.296
H7 -3.0698 -3.1322 3.7924  0.377
H8 -1.1631 2.5489 5.4139  0.390
H9 1.9804 6.1810 0.8488  0.526
H10 2.8233 2.2492 -1.7558  0.033
H11 2.0709 -2.6189 1.0018  0.520
H12 3.8750 -0.8549 1.7946  0.419
H13 1.9711 -1.3919 3.2554  0.319
H14 -2.0920 1.5331 1.9016  0.140
H15 -1.6210 4.0535 2.0089  0.220
H16 -0.6421 4.7042 3.3457  0.329
H17 1.6621 -1.7271 -0.4761  0.152
H18 3.4748 0.8571 1.5143  0.048
H19 3.6195 -0.2496 0.1460  0.238
H20 0.4088 -2.0222 0.7297  -0.405
H21 2.8880 -1.0851 -3.6392  0.353
H22 1.1780 1.3152 -6.4927  0.528
H23 3.9739 3.5707 2.6452  0.339
H24 0.0199 5.6596 -3.7536  0.320
H25 -2.6386 1.5306 3.5935  0.677
H26 0.4561 3.1347 4.9717  0.349
H27 -5.5395 -1.3066 -0.0855  0.466
H28 1.5658 0.3405 3.2870  0.240
H29 -2.2650 4.0548 3.6620  0.499
H30 2.2806 3.7921 3.1167  0.023
H31 -5.5165 -3.5543 3.5850  0.369
H32 2.0527 -0.0475 -1.6629  -1.844
H33 3.3074 5.2098 2.7934  0.470
H34 0.3405 -4.8420 4.7639  0.347
H35 -1.4417 -4.5518 3.2414  0.301
H36 0.1781 4.4079 -2.5038  0.088
H37 4.3303 5.3592 0.3909  0.427
H38 1.8285 -4.1621 4.1074  0.284
H39 -0.9678 -3.3993 -4.1169  0.254
H40 1.6632 -5.9091 4.2731  0.388
H41 0.3346 -0.8536 2.8296  -0.117
H42 3.9281 1.1997 -2.6717  0.401
H43 2.4231 -5.5543 1.7040  0.335
H44 -2.3619 -4.5374 0.9567  0.457
H45 2.1044 0.1029 -4.6997  0.256
H46 1.1703 5.0412 -0.2580  -0.050
H47 2.7598 2.2271 -3.5354  -0.036
H48 -1.8641 -1.8629 2.0581  0.551
H49 4.5941 3.6061 0.2446  0.311
H50 0.7395 5.0633 1.4478  0.058
H51 -3.1236 -4.4023 -3.1640  0.579
H52 -6.7232 -2.6347 1.6062  0.361
H53 2.2692 3.5890 -5.4050  0.618
H54 3.5576 4.4416 -0.9197  0.267
H55 0.0897 1.4002 4.9074  0.348
H56 -1.3184 0.4789 3.0699  0.018
H57 -3.5360 -2.7965 -2.5703  0.318

Force components x, y, z for each atom (eV/Å):
Mn -0.1 -0.4 0.4
S 0.0 0.1 0.0
S 0.2 0.0 0.0
S 0.0 -0.1 0.0
Si -0.1 -0.1 0.0
O 0.3 0.2 0.0
O 0.1 0.1 -0.2
O -0.1 0.0 0.0
O -0.1 0.0 0.0
O 0.0 0.1 0.0
O 0.2 0.2 -0.3
O 0.0 0.1 -0.1
O 0.1 0.0 -0.2
O 0.0 0.0 -0.1
O -0.6 0.2 0.0
N -0.1 -0.3 0.1
N -0.1 0.1 -0.2
N 0.2 0.0 0.0
N -0.1 -0.1 0.0
N 0.0 0.0 0.0
C 0.0 0.0 0.0
C 0.0 0.0 -0.1
C 0.0 0.0 0.0
C 0.0 0.0 0.0
C 0.0 0.0 0.0
C 0.0 0.0 0.0
C 0.0 0.1 0.0
C 0.0 0.0 0.0
C 0.0 0.0 0.0
C 0.0 0.0 0.0
C 0.0 0.0 0.0
C 0.0 0.0 0.0
C 0.0 -0.1 -0.1
C 0.0 0.1 0.0
C 0.1 0.0 0.1
C 0.1 0.1 0.0
C 0.1 -0.3 0.3
C 0.0 0.0 0.0
C 0.0 0.1 0.0
C 0.0 0.0 0.0
C 0.0 0.0 0.0
C 0.0 0.0 0.0
C 0.0 -0.1 0.1
C 0.0 0.0 0.0
C 0.1 0.0 -0.1
C 0.2 -0.1 -0.1
C 0.0 0.0 0.0
C 0.0 0.0 0.1
C 0.0 0.0 0.0
C 0.0 0.0 0.0
C 0.0 0.0 0.0
C 0.0 0.0 -0.1
C 0.0 0.0 0.0
C -0.3 0.1 0.1
C 0.0 0.0 0.0
H 0.0 0.2 -0.1
H 0.0 0.0 0.1
H 0.0 0.0 0.0
H -0.1 -0.1 0.1
H 0.0 0.0 0.0
H 0.0 0.0 0.0
H 0.0 0.0 0.0
H 0.0 0.0 0.0
H 0.0 0.0 0.0
H 0.0 0.0 0.0
H 0.0 -0.1 0.0
H 0.0 0.0 0.0
H 0.0 0.0 0.0
H 0.0 0.0 0.0
H 0.0 0.0 0.0
H 0.0 0.0 0.0
H 0.0 0.0 0.0
H 0.0 0.0 0.0
H 0.0 0.0 0.0
H -0.1 -0.1 0.0
H 0.0 0.0 0.0
H 0.0 0.0 0.0
H 0.0 0.0 0.0
H 0.0 0.0 0.0
H 0.0 0.0 0.0
H 0.0 0.0 0.0
H 0.0 0.0 0.0
H 0.0 0.0 0.0
H 0.0 0.0 0.0
H 0.0 0.0 0.0
H 0.0 0.0 0.0
H 0.0 -0.1 0.1
H 0.0 0.0 0.0
H 0.0 0.0 0.0
H 0.0 0.0 0.0
H 0.0 0.0 0.0
H 0.0 0.0 0.0
H 0.0 0.0 0.0
H 0.1 0.1 0.0
H 0.0 0.0 0.0
H 0.0 0.0 0.0
H 0.0 0.0 0.0
H 0.0 0.0 0.0
H 0.0 0.0 0.0
H 0.0 0.0 0.1
H 0.0 0.0 0.0
H 0.0 -0.1 0.1
H 0.1 0.1 0.0
H 0.0 0.0 0.0
H 0.0 0.0 0.0
H 0.0 0.0 0.0
H 0.0 0.0 0.0
H 0.0 0.0 0.0
H 0.0 0.0 0.0
H 0.0 0.0 0.0
H 0.0 -0.1 0.0
H 0.1 0.1 0.0

Multiplicity: 6
Total charge: -2
⟨S²⟩: 8.85
HOMO-LUMO gap (spin up / spin down) (eV): 3.7 / 5.8
Energy (hartree): -5029.3627

---

Entry 4:
# C3HBrCl2

A molecular structure, C3HBrCl2 (wB97M-V/def2-TZVPD, OMol25).

Each line ends with the Mulliken charge.
CARTESIAN COORDINATES (ANGSTROEM)
Br1 1.6677 1.8410 -0.0746  -0.036
Cl1 -2.1958 0.7087 -0.8367  -0.077
Cl2 1.9793 -0.7617 -1.4318  -0.032
C1 0.8348 0.4100 -1.0456  -0.027
C2 -0.7185 -0.6618 1.1806  -0.168
C3 -1.2720 -0.2284 0.1939  0.035
H1 -0.2955 -1.3078 2.0143  0.305

Force components x, y, z for each atom (eV/Å):
Br -0.1 -0.2 -0.1
Cl 0.4 -0.7 0.4
Cl 0.4 -0.4 0.0
C 0.2 0.7 -0.2
C 0.3 -1.6 0.8
C -0.5 0.8 0.7
H -0.7 1.5 -1.7

Total charge: 0
HOMO-LUMO gap (eV): 8.2
Energy (hartree): -3609.1049

---

> Look up the energy of the second one.

-605.9325 hartree